Entry 1:
Entry from the Open Molecules 2025 dataset: a molecular structure, C25H28DyF5O2 at a distorted geometry (the ωB97M-V functional and the def2-TZVPD basis).

```
61
Properties=species:S:1:pos:R:3:forces:R:3:lowdin_spin:R:1
O 0.723088 0.235597 -6.437388 0.1 0.4 -1.9 0.00
C 0.706845 1.451550 -7.250047 0.1 0.4 0.1 0.00
C 0.554318 0.706395 -8.573072 0.0 -0.2 0.7 0.00
H 1.660077 1.990559 -7.165714 -0.4 0.1 0.2 0.00
H -0.160152 2.087335 -7.019034 0.4 -0.1 0.2 0.00
C 0.615673 -0.548488 -7.670854 0.3 -0.4 -0.9 0.00
H 1.407533 0.802530 -9.250884 -0.4 0.0 0.0 0.00
H -0.414485 0.861145 -9.054811 0.3 0.0 -0.1 0.00
C 1.859425 -1.370637 -7.951112 0.0 -0.1 0.0 0.00
H 2.767543 -0.755915 -7.874394 -0.2 -0.2 0.1 0.00
H 1.794650 -1.745604 -8.983457 0.0 0.0 0.3 0.00
H 1.911085 -2.233869 -7.275267 0.2 0.2 -0.1 0.00
C -0.623615 -1.403203 -7.742172 -0.2 -0.2 0.1 0.00
H -1.530790 -0.822250 -7.526433 0.2 -0.2 0.0 0.00
H -0.544673 -2.254401 -7.052487 -0.2 0.2 -0.1 0.00
H -0.714295 -1.798721 -8.764979 0.0 0.1 0.3 0.00
Dy 0.361960 0.101294 -0.700657 -0.9 0.9 1.0 5.11
C -1.768745 -0.371232 0.662923 -0.4 0.5 -0.1 -0.01
C -1.703173 1.055111 0.667821 -0.3 -0.3 -0.1 -0.01
C -1.975532 1.522267 -0.653271 -0.3 -0.5 0.2 -0.01
H -1.519492 1.676236 1.548749 0.0 -0.3 -0.5 0.00
C -2.307123 0.375524 -1.447281 0.3 0.0 0.6 -0.01
C -2.113057 -0.785338 -0.661794 -0.6 0.4 0.3 -0.01
H -2.283193 -1.808569 -0.994735 0.0 0.3 0.1 0.00
H -1.673711 -1.019172 1.537336 0.2 0.3 -0.4 0.00
H -2.022082 2.571050 -0.969129 0.0 -0.5 0.2 0.00
H -2.753744 0.385016 -2.435999 0.4 -0.1 0.3 0.00
C 1.422063 -1.728148 0.714972 0.3 -0.7 -0.6 -0.01
C 0.485257 -2.399496 -0.123436 0.8 -0.2 0.1 -0.01
C 0.939115 -2.294783 -1.474136 0.3 0.1 0.3 0.00
H -0.391806 -2.949941 0.223045 0.3 0.4 -0.2 0.00
C 2.167920 -1.555478 -1.471894 0.0 -0.7 0.7 -0.01
C 2.473401 -1.219501 -0.117033 -0.2 -0.7 -0.2 -0.01
H 3.375159 -0.715361 0.232453 -0.4 0.0 -0.1 0.00
H 1.352232 -1.631348 1.799281 0.0 0.0 -0.5 0.00
H 0.477835 -2.764009 -2.345271 0.1 0.3 0.3 0.00
H 2.798458 -1.366104 -2.339327 -0.3 0.1 0.3 0.00
O 0.422269 0.831379 -2.903950 -0.3 1.0 -0.5 -0.01
C -0.499944 0.337538 -3.937047 0.6 -0.4 -0.2 0.00
C -1.350140 1.523836 -4.344726 0.0 0.0 0.4 0.00
H -1.034972 -0.551321 -3.573189 0.1 0.5 0.2 0.00
H 0.126303 0.031442 -4.773242 -0.3 0.0 0.5 0.00
C -0.401976 2.712252 -4.161793 0.3 0.5 -0.6 0.00
H -2.206858 1.651679 -3.684146 0.0 0.0 -0.1 0.00
H -1.718384 1.399148 -5.361442 0.1 0.1 -0.1 0.00
C 0.570275 2.296850 -3.060105 -0.2 -0.5 0.1 0.00
H -0.941483 3.630911 -3.883855 0.2 -0.3 -0.1 0.00
H 0.154466 2.934904 -5.081734 -0.2 -0.1 0.2 0.00
H 0.246349 2.775931 -2.130352 0.3 -0.2 0.1 0.00
H 1.632921 2.522500 -3.257435 -0.6 -0.1 0.1 0.00
F 0.300970 0.315039 3.519061 0.2 0.4 -0.1 0.00
C 1.038507 1.253551 2.861483 0.5 0.7 -0.2 0.00
C 1.142503 1.215082 1.486107 0.3 0.0 -0.8 -0.01
C 1.946592 2.164138 0.903426 0.0 0.1 1.3 0.00
F 2.154120 2.057055 -0.482392 -0.2 0.2 0.2 -0.01
C 2.598801 3.185161 1.600956 0.0 -0.4 -0.6 0.00
F 3.351860 4.089877 0.940228 -0.1 -0.1 0.4 0.00
C 2.467747 3.216044 2.990055 0.0 -0.1 -0.2 0.00
F 3.113131 4.155284 3.710925 -0.3 -0.4 -0.3 0.00
C 1.685762 2.245356 3.621557 -0.4 -0.6 0.1 0.00
F 1.556612 2.251318 4.966403 0.2 0.2 -0.5 0.00
```
Positions in Å, forces in eV/Å.

## Properties
lowest unoccupied orbital energy (spin up / spin down)	0.252 / 0.253	eV
F_max	0.038	hartree/bohr
energy above the lowest of the compared OMol25 structures with the same formula, charge and spin	0.0	kcal per mole
<S²>	9.35
orbital gap (spin up / spin down)	8.399 / 8.426	eV
calculated total energy	-2504.2044	a.u.
multiplicity	6

=====

Entry 2:
Entry from the Open Molecules 2025 dataset: a molecular structure, C25H28F3InN3O10 at a distorted geometry (the ωB97M-V functional and the def2-TZVPD basis).

```
70
Properties=species:S:1:pos:R:3:forces:R:3:lowdin_charge:R:1
C 2.696844 -0.228909 1.161117 -0.5 0.0 0.1 0.01
C 1.640586 -1.130053 0.579041 -0.2 0.1 0.0 -0.52
O 0.604126 -1.384767 1.130194 0.1 -0.2 0.0 0.12
O 1.943084 -1.756265 -0.589780 -0.2 0.1 -0.1 -0.03
C 2.482141 -0.967329 -1.660798 0.4 -0.1 -0.2 -0.20
C 1.490210 0.004496 -2.275048 -0.1 -0.3 -0.2 -0.25
C 0.128017 -0.638093 -2.601802 0.0 0.5 -0.2 -0.24
In -1.638492 0.476179 -1.945662 -0.2 -0.9 0.4 0.94
C -3.394839 -0.867902 -2.100381 0.2 0.6 0.0 -0.23
C -4.516753 -0.717700 -1.071155 -0.2 -0.7 -0.4 -0.18
C -5.587894 0.284160 -1.430791 0.1 0.4 0.1 -0.60
F -5.826040 1.157624 -0.411000 -0.1 -0.1 0.0 0.10
F -6.784274 -0.301805 -1.693282 0.0 0.0 0.0 0.10
F -5.306669 1.045055 -2.502192 0.0 0.0 0.1 0.12
C -1.428006 1.401091 0.064177 -0.2 0.6 0.1 -0.13
C -0.295801 2.312795 0.203669 0.2 0.0 0.8 -0.53
O 0.691600 2.140929 0.863931 0.2 -0.1 -0.2 0.10
O -0.470849 3.527899 -0.509483 -0.2 -0.3 -0.7 0.05
C 0.592377 4.028021 -1.232189 0.2 0.2 0.4 -0.50
C 0.194697 4.493986 -2.603417 -0.3 0.3 0.3 0.03
O 1.699969 4.133837 -0.791863 0.0 -0.1 -0.1 0.12
O -2.113088 2.112399 -3.309946 0.3 -0.1 0.0 -0.15
C -1.737717 1.857671 -4.480798 -0.2 0.1 0.0 -0.61
N -1.410857 1.624517 -5.574210 0.1 0.0 -0.1 0.07
H 3.621584 -0.791279 1.257514 0.1 0.1 0.0 0.07
H 2.331095 0.088562 2.130593 0.1 0.0 0.1 0.09
H 2.837029 0.668047 0.565591 0.2 0.0 -0.1 0.08
H 2.769140 -1.695065 -2.420791 -0.1 -0.2 0.0 0.12
H 3.397523 -0.464197 -1.348385 0.0 0.1 0.1 0.09
H 1.956295 0.310072 -3.215670 0.1 0.2 0.0 0.11
H 1.417590 0.910386 -1.668671 0.0 -0.1 0.2 0.08
H 0.028588 -0.765422 -3.680387 0.0 0.0 -0.1 0.03
H 0.037116 -1.633371 -2.168970 0.0 0.0 0.2 0.04
H -3.785839 -0.759982 -3.112174 -0.1 -0.1 -0.1 0.04
H -3.004506 -1.883066 -2.034985 0.1 0.0 0.1 0.04
H -4.157211 -0.500063 -0.074161 0.1 0.2 -0.1 0.06
H -5.037760 -1.674985 -0.988282 -0.2 0.0 0.1 0.12
H -2.354955 1.950799 0.242627 -0.1 0.1 -0.3 0.06
H -1.343501 0.631883 0.824774 0.1 -0.2 -0.1 0.05
H 0.849030 4.038627 -3.341120 0.0 0.0 -0.1 0.10
H 0.338254 5.574899 -2.622787 0.1 0.0 -0.1 0.09
H -0.846065 4.282293 -2.803522 -0.1 -0.2 -0.2 0.07
C -5.822381 1.226958 6.040106 0.0 0.0 0.0 -0.08
C -6.402368 0.047585 5.591282 0.0 0.1 0.0 -0.07
C -5.968763 -0.535611 4.411304 -0.1 -0.1 0.1 0.00
C -4.953980 0.080239 3.704732 0.0 0.0 0.0 -0.13
C -4.364597 1.256113 4.127825 0.1 0.1 0.0 0.01
C -4.808354 1.830638 5.308415 0.0 0.0 0.0 -0.07
N -4.473315 -0.542401 2.455039 0.0 0.1 0.2 -0.32
O -5.014436 -1.565909 2.088969 0.0 0.0 0.0 0.09
O -3.563182 0.013798 1.880295 0.0 -0.1 0.1 0.07
H -6.161712 1.676898 6.964020 0.0 0.0 0.0 0.10
H -7.193386 -0.420900 6.161002 0.0 0.0 0.0 0.10
H -6.408099 -1.451256 4.045259 0.0 0.0 -0.1 0.12
H -3.575814 1.709516 3.546079 0.0 -0.1 0.0 0.12
H -4.358692 2.750263 5.656819 0.0 0.0 0.0 0.11
C 7.880253 -4.283742 -0.961108 0.0 0.0 0.0 -0.08
C 6.924158 -3.614196 -1.713054 0.0 0.0 0.0 -0.06
C 6.400231 -2.413128 -1.262139 -0.1 0.0 -0.1 0.01
C 6.853213 -1.906163 -0.058974 0.0 0.0 0.0 -0.14
C 7.798937 -2.556862 0.710016 0.1 0.0 0.1 -0.01
C 8.314121 -3.757673 0.248913 0.0 0.0 -0.1 -0.07
N 6.304913 -0.621691 0.417403 0.0 -0.1 0.0 -0.34
O 5.463373 -0.090509 -0.274345 0.2 0.2 0.0 0.07
O 6.720736 -0.185725 1.472217 0.0 0.0 0.0 0.08
H 8.288211 -5.219967 -1.318878 0.0 0.0 0.0 0.10
H 6.583505 -4.026328 -2.652831 0.0 0.0 0.0 0.11
H 5.652335 -1.881193 -1.831260 0.0 0.0 0.0 0.12
H 8.123540 -2.132220 1.647893 0.0 0.1 0.0 0.12
H 9.055771 -4.282540 0.835480 0.0 0.0 0.0 0.10
```
Positions in Å, forces in eV/Å.

## Properties
lowest unoccupied orbital energy	1.022	eV
net charge	-1
F_max	0.020	hartree/bohr
orbital gap	6.343	eV
calculated total energy	-2375.7564	a.u.

=====

Entry 3:
Entry from the Open Molecules 2025 dataset: a molecular structure, C25H28F5O2PtS at a distorted geometry (the ωB97M-V functional and the def2-TZVPD basis).

```
62
Properties=species:S:1:pos:R:3:forces:R:3:lowdin_spin:R:1
O -1.142461 -3.406530 -5.557330 -0.5 -1.2 -1.4 0.00
C -2.325685 -4.230496 -5.700975 -0.5 0.0 0.6 0.00
C -1.918996 -4.788188 -7.060587 0.4 0.5 0.5 0.00
H -3.216028 -3.590400 -5.710838 0.0 -0.2 0.1 0.00
H -2.398104 -4.980201 -4.903373 0.0 0.2 -0.1 0.00
C -0.738417 -3.797770 -6.889821 0.2 -0.3 -1.1 0.00
H -2.609375 -4.557301 -7.870832 0.2 -0.2 0.0 0.00
H -1.595150 -5.826855 -7.050235 -0.2 0.0 -0.1 0.00
C -0.840749 -2.676323 -7.899918 0.2 0.3 -0.2 0.00
H -1.826123 -2.194401 -7.858027 0.2 -0.1 0.0 0.00
H -0.695086 -3.089644 -8.909748 -0.1 0.1 0.3 0.00
H -0.057941 -1.927015 -7.745763 -0.1 0.0 0.1 0.00
C 0.631721 -4.431640 -6.876649 0.1 0.0 -0.1 0.00
H 0.689617 -5.183266 -6.083689 0.0 0.0 -0.1 0.00
H 1.394576 -3.665980 -6.688904 0.0 -0.2 -0.1 0.00
H 0.829247 -4.906680 -7.849730 0.0 0.1 0.3 0.00
Pt 0.183694 0.133527 0.018096 -1.8 -0.8 0.6 1.14
C 1.586565 -0.782349 1.229424 0.4 -1.8 0.6 0.05
C 0.490059 -1.456590 1.945100 1.9 0.6 -0.1 0.32
C 0.121685 -2.597367 1.186699 0.4 -1.0 -1.1 0.24
H 0.172084 -1.223821 2.960373 0.0 0.1 -0.4 0.01
C 0.915603 -2.667225 0.017797 -0.5 -0.6 0.7 0.20
C 1.814422 -1.561432 -0.002664 0.5 -0.1 1.5 0.24
H 2.676628 -1.444976 -0.671559 -0.6 0.0 0.3 0.01
H 2.259600 -0.025982 1.618778 -0.1 -0.3 0.1 0.00
H -0.587982 -3.363213 1.514091 0.2 0.5 -0.3 0.01
H 0.911674 -3.486402 -0.708054 0.0 0.5 0.4 0.00
C 1.141513 2.225827 -0.180082 -0.1 -0.1 -0.7 0.17
C 1.980910 1.281646 -0.864682 -0.3 1.1 -1.4 0.21
C 1.203055 0.673990 -1.923298 0.0 1.3 0.0 0.15
H 3.027739 1.091077 -0.668406 -0.2 0.0 0.1 0.01
C -0.127594 1.257748 -1.892751 0.5 0.3 0.2 0.09
C -0.165535 2.200923 -0.798557 0.9 0.5 -1.1 0.19
H -1.008711 2.823949 -0.533939 0.1 -0.1 0.0 0.01
H 1.442873 2.877387 0.630920 -0.1 -0.2 0.0 0.01
H 1.552400 -0.040539 -2.658590 -0.1 0.1 0.2 0.01
H -0.943800 1.033127 -2.574776 0.2 0.0 0.1 0.00
O -2.123352 -1.544922 -4.088812 0.4 -1.0 1.8 0.00
C -0.841376 -2.008464 -3.565107 -0.1 1.0 0.6 0.00
C -1.069442 -3.312408 -2.795754 -0.2 0.1 -0.1 0.00
H -0.449962 -1.267895 -2.839679 -0.3 0.1 -0.1 0.00
H -0.107990 -2.098999 -4.360311 -0.3 0.1 0.0 0.00
C -2.584735 -3.322397 -2.509730 -0.1 -0.2 -0.7 0.00
H -0.512348 -3.323760 -1.863331 -0.1 0.1 -0.2 0.00
H -0.742097 -4.158516 -3.393840 -0.1 -0.1 0.0 0.00
C -3.063677 -1.962854 -3.053833 0.1 0.4 -0.2 0.00
H -2.793784 -3.448280 -1.440862 -0.1 0.0 -0.3 0.00
H -3.067172 -4.129979 -3.086899 0.1 0.3 0.5 0.00
H -3.044703 -1.227014 -2.224780 -0.1 -0.1 -0.3 0.00
H -4.078898 -2.007574 -3.490196 0.6 0.2 0.2 0.00
F -2.008238 4.271526 5.590189 0.2 -0.9 -1.1 0.02
C -1.926286 3.396902 4.569522 -0.1 0.6 0.6 0.07
C -3.082747 3.015126 3.889698 -0.7 0.1 0.1 -0.01
F -4.280814 3.506999 4.261420 1.1 -0.4 -0.4 -0.01
C -2.987459 2.086135 2.860607 -0.8 -0.4 -0.3 0.06
F -4.118411 1.674769 2.235323 1.1 0.5 0.7 0.02
C -1.758375 1.510252 2.471151 -0.1 0.0 -0.2 0.06
S -1.787859 0.260870 1.243781 -0.9 0.4 0.7 0.68
C -0.610865 1.941526 3.158599 0.7 -0.1 0.0 0.05
F 0.619143 1.417191 2.877124 -1.2 0.6 0.3 0.01
C -0.689794 2.865642 4.190690 0.7 0.1 0.5 -0.01
F 0.427945 3.222022 4.864836 -1.0 -0.3 -0.6 -0.01
```
Positions in Å, forces in eV/Å.

## Properties
lowest unoccupied orbital energy (spin up / spin down)	-2.605 / -6.299	eV
net charge	+1
F_max	0.041	hartree/bohr
energy above the lowest of the compared OMol25 structures with the same formula, charge and spin	0.0	kcal per mole
<S²>	6.03
orbital gap (spin up / spin down)	7.494 / 4.977	eV
calculated total energy	-2136.1962	a.u.
multiplicity	5

=====

Entry 4:
Entry from the Open Molecules 2025 dataset: a molecular structure, C25H28FGaN5O4 (the ωB97M-V functional and the def2-TZVPD basis).

```
64
Properties=species:S:1:pos:R:3:forces:R:3:lowdin_charge:R:1
Ga 0.968700 2.904100 1.805019 -0.1 -0.1 -0.1 0.53
F -3.276126 -1.938134 -0.004096 0.0 0.0 -0.1 0.10
C -2.004884 -1.759752 -0.387790 0.0 -0.1 0.0 -0.17
C -1.348140 -0.653874 0.052463 0.0 0.1 0.0 0.10
C 0.011866 -0.472043 -0.253045 0.0 0.0 0.0 -0.05
C 0.742316 0.661507 0.239788 0.0 0.0 0.0 -0.20
O 0.068558 1.541581 0.953152 0.0 0.0 0.1 0.01
C 2.101868 0.754308 -0.067555 0.0 0.0 0.0 0.00
C 2.664607 -0.244063 -0.854139 0.0 0.0 0.0 0.08
N 2.002328 -1.283601 -1.332922 0.0 0.0 0.1 0.05
C 2.720214 -2.287390 -2.121111 0.0 0.1 0.0 -0.24
C 2.424606 -2.399062 -3.587908 0.0 0.0 0.0 -0.07
C 3.728308 -1.826160 -3.124882 0.0 0.0 0.0 -0.06
C 0.655479 -1.452440 -1.024426 0.1 -0.1 0.0 -0.09
C -0.045534 -2.575239 -1.480024 0.0 0.1 0.0 0.08
C -1.383060 -2.759717 -1.177780 0.0 0.0 0.0 -0.12
N -2.053960 -3.897827 -1.649360 0.1 0.0 0.0 -0.08
C -3.504594 -3.934517 -1.783981 0.0 0.1 0.0 -0.13
C -3.893104 -4.915638 -2.875269 0.0 -0.1 0.0 -0.07
N -3.340375 -6.280632 -2.553582 0.0 0.0 0.1 0.07
C -1.845324 -6.228509 -2.375688 -0.1 0.0 0.0 -0.07
C -1.506740 -5.205052 -1.308774 0.0 0.0 0.0 -0.12
C 3.083261 1.834708 0.338748 -0.1 -0.1 0.1 -0.49
O 4.201133 1.822640 -0.079176 0.0 0.0 0.0 0.17
O 2.652335 2.768282 1.191665 0.0 0.1 0.0 0.02
H -1.873083 0.057439 0.673653 0.0 0.0 0.0 0.15
H 3.714781 -0.175105 -1.104032 0.0 0.0 0.0 0.16
H 2.928866 -3.181891 -1.548932 0.0 0.0 0.0 0.16
H 1.706225 -1.705897 -4.004557 0.0 0.0 0.0 0.12
H 2.414215 -3.388962 -4.021426 0.0 0.0 0.0 0.12
H 3.875182 -0.764063 -3.261698 0.0 0.0 0.0 0.12
H 4.625706 -2.419475 -3.216289 0.0 0.0 0.0 0.12
H 0.459322 -3.288264 -2.112892 0.0 0.0 0.0 0.12
H -3.883239 -2.961711 -2.085706 0.0 0.0 0.0 0.15
H -4.001889 -4.204030 -0.843281 0.0 0.0 0.0 0.14
H -3.470861 -4.634538 -3.838770 0.0 0.0 0.0 0.15
H -4.974188 -5.008263 -2.961163 0.0 0.0 0.0 0.15
H -3.587568 -6.946882 -3.289922 0.0 0.0 0.0 0.19
H -3.775072 -6.631694 -1.694100 0.0 0.0 0.0 0.19
H -1.433632 -5.951605 -3.345001 0.0 0.0 0.0 0.15
H -1.504910 -7.225427 -2.102303 0.0 0.0 0.0 0.15
H -0.423797 -5.161559 -1.221642 0.0 0.0 0.0 0.13
H -1.890715 -5.544380 -0.335002 0.0 0.0 0.0 0.15
C 0.845919 3.203682 6.023659 0.0 0.0 0.0 0.06
C 1.071716 3.658662 4.624127 0.0 0.0 -0.1 -0.38
O 0.909126 2.831301 3.670991 0.0 -0.1 0.1 0.08
N 1.439764 4.905124 4.396940 0.0 0.0 0.1 0.14
C 1.796739 5.447812 3.082444 0.1 0.0 0.0 -0.05
C 0.600363 5.693351 2.189038 0.0 -0.1 0.0 -0.19
C 0.032427 6.939197 2.040606 0.0 0.0 0.0 0.04
C -1.058425 7.094969 1.192755 0.0 0.0 0.0 0.03
C -1.556452 5.996761 0.509966 0.0 0.0 0.0 0.01
C -0.947898 4.773652 0.691011 0.0 0.0 0.0 -0.04
N 0.106590 4.628382 1.513060 0.0 0.1 0.0 0.07
H 0.471175 2.185639 6.021723 0.0 0.0 0.0 0.11
H 0.131457 3.859053 6.523328 0.0 0.0 0.0 0.12
H 1.786267 3.243980 6.576007 0.0 0.0 0.0 0.12
H 1.547873 5.506773 5.203054 0.0 0.0 0.0 0.18
H 2.527649 4.787096 2.601891 0.0 0.0 0.0 0.13
H 2.319174 6.386189 3.254533 0.0 0.0 0.0 0.15
H 0.444926 7.785399 2.572464 0.0 0.0 0.0 0.14
H -1.509987 8.069908 1.064764 0.0 0.0 0.0 0.14
H -2.400203 6.083455 -0.158500 0.0 0.0 0.0 0.13
H -1.287288 3.882449 0.179850 0.0 0.0 0.0 0.13
```
Positions in Å, forces in eV/Å.

## Properties
lowest unoccupied orbital energy	-7.844	eV
net charge	+3
F_max	0.003	hartree/bohr
orbital gap	8.349	eV
calculated total energy	-3568.1141	a.u.